Record 1
ORCA calculation (ωB97M-V with the def2-TZVPD basis set) on a structure of composition C2H6NO2P.

Geometry as XYZ:
```
12
Properties=species:S:1:pos:R:3
C 0.106 -0.511 1.152
C 0.412 0.028 -0.267
N 1.666 -0.400 -0.841
O -2.059 1.798 0.091
O -1.078 -1.168 0.759
P -1.333 -0.679 -0.782
H 0.689 -1.344 1.576
H -0.076 0.445 1.803
H 0.173 1.124 -0.134
H -2.121 2.290 -0.814
H 1.963 -0.151 -1.719
H 1.657 -1.432 -0.824
```

Values from the calculation:
Orbital gap (alpha / beta): 7.654 / 7.641 eV
HOMO (alpha / beta): -9.001 / -8.989 eV

Charge distribution, Löwdin scheme, values in e: -0.251, -0.511, 0.026, -0.440, -0.438, 1.158, 0.124, 0.155, 0.091, -0.034, 0.034, 0.087



Record 2
ORCA calculation (ωB97M-V with the def2-TZVPD basis set) on a structure of composition C38H53N2PSTc.

Geometry as XYZ:
```
96
Properties=species:S:1:pos:R:3
Tc 0.334 0.510 -0.460
C -1.871 -0.441 -4.842
C -2.449 -1.159 -3.623
C -2.957 -2.557 -3.989
C -1.498 -1.279 -2.467
C -1.874 -0.848 -1.242
C -1.124 -1.067 -0.027
C -1.936 -1.018 1.254
C -2.730 0.282 1.415
C -2.911 -2.205 1.274
C -0.035 -2.045 -0.119
C 0.281 -2.624 -1.318
C -0.192 -2.000 -2.614
C 1.013 -3.937 -1.419
C 2.107 -4.038 -2.485
C -0.043 -5.021 -1.718
C 0.547 -2.501 1.178
C 0.204 -3.755 1.677
C 0.665 -4.189 2.907
C 1.481 -3.368 3.664
C 1.849 -2.128 3.173
C 1.397 -1.674 1.935
P 1.953 -0.034 1.301
C 3.746 -0.378 0.775
C 3.647 -1.301 -0.440
C 4.388 0.936 0.335
C 4.583 -1.092 1.832
C 1.859 1.249 2.704
C 1.962 2.633 2.053
C 0.449 1.082 3.273
C 2.888 1.173 3.828
H -2.632 -0.371 -5.613
H -1.027 -0.985 -5.256
H -1.547 0.566 -4.586
H -3.304 -0.573 -3.271
H -2.183 -3.160 -4.454
H -3.778 -2.479 -4.692
H -3.310 -3.070 -3.099
H -2.837 -0.376 -1.129
H -1.269 -1.127 2.115
H -3.628 0.276 0.803
H -2.137 1.162 1.156
H -3.049 0.384 2.448
H -3.566 -2.182 0.406
H -3.526 -2.158 2.168
H -2.381 -3.152 1.287
H -0.285 -2.770 -3.382
H 1.465 -4.159 -0.449
H 1.710 -3.879 -3.484
H 2.527 -5.040 -2.462
H 2.922 -3.341 -2.302
H -0.367 -4.965 -2.753
H -0.916 -4.927 -1.078
H 0.393 -6.003 -1.557
H -0.445 -4.397 1.103
H 0.382 -5.162 3.273
H 1.842 -3.695 4.627
H 2.503 -1.508 3.761
H 3.151 -0.789 -1.264
H 3.117 -2.219 -0.189
H 4.648 -1.574 -0.769
H 3.710 1.502 -0.307
H 5.292 0.725 -0.232
H 4.676 1.552 1.181
H 4.163 -2.064 2.078
H 4.702 -0.519 2.744
H 5.578 -1.261 1.423
H 1.302 2.712 1.186
H 2.976 2.864 1.744
H 1.663 3.385 2.780
H -0.291 1.243 2.485
H 0.278 1.815 4.056
H 0.309 0.092 3.702
H 3.907 1.261 3.466
H 2.794 0.278 4.435
H 2.711 2.020 4.489
S 1.482 0.768 -4.921
C 1.139 -0.852 -4.555
C 0.999 -1.074 -3.092
N 1.001 0.224 -2.451
C 1.265 1.191 -3.274
H 1.309 -1.626 -5.274
H 1.895 -1.613 -2.737
H 1.358 2.215 -2.953
N -0.277 2.146 -0.679
C -1.017 3.186 -1.039
C -2.178 2.944 -1.824
C -2.955 3.988 -2.261
C -2.622 5.299 -1.938
C -1.495 5.556 -1.167
C -0.697 4.526 -0.721
H -2.417 1.922 -2.076
H -3.834 3.793 -2.858
H -3.238 6.110 -2.290
H -1.242 6.575 -0.917
H 0.184 4.719 -0.128
```

Values from the calculation:
Orbital gap (alpha / beta): 6.269 / 6.271 eV
Net charge: +2
Spin multiplicity: 4
HOMO (alpha / beta): -12.795 / -13.764 eV

Charge distribution, Löwdin scheme, values in e: 1.307, -0.042, -0.357, -0.031, -0.132, -0.033, -0.322, -0.374, -0.058, -0.016, -0.167, -0.060, -0.130, -0.340, -0.038, -0.019, -0.210, -0.026, -0.022, -0.031, -0.080, -0.284, 1.114, -0.662, -0.100, -0.080, -0.059, -0.660, -0.101, -0.084, -0.061, 0.099, 0.057, 0.073, 0.140, 0.081, 0.094, 0.090, 0.122, 0.123, 0.085, 0.051, 0.096, 0.090, 0.098, 0.070, 0.142, 0.130, 0.085, 0.102, 0.069, 0.086, 0.082, 0.100, 0.114, 0.122, 0.122, 0.090, 0.054, 0.074, 0.106, 0.074, 0.099, 0.078, 0.080, 0.071, 0.104, 0.028, 0.073, 0.101, 0.054, 0.105, 0.080, 0.073, 0.075, 0.103, 1.096, -0.346, -0.343, -0.125, -0.403, 0.091, 0.117, 0.092, -0.107, -0.372, -0.012, -0.055, -0.033, -0.050, -0.002, 0.095, 0.117, 0.120, 0.119, 0.112



These records have E_tot values of -626.2441 -2409.0432 Ha, in the order they appear.
These records have M values of 107.049 698.897 g mol⁻¹, in the order they appear.